No. 1
Here is C18H14Cl2N2OS as an isolated structure in a non-equilibrium geometry from the Open Molecules 2025 dataset. Energies are from ωB97M-V/def2-TZVPD.

Each line ends with the Löwdin charge.
Atoms and positions in Å:
Cl  2.946  -1.906  6.068  0.601
Cl  -0.347  -4.160  2.287  0.703
C  -0.424  0.904  3.033  0.033
C  -0.920  1.775  2.217  0.083
N  -0.908  4.207  -1.506  -0.234
N  0.399  2.982  -3.241  -0.244
O  -1.098  2.127  -0.081  -0.068
S  -0.119  4.537  -2.988  0.925
C  -0.898  2.882  -1.262  -0.300
C  -0.234  2.181  -2.429  -0.252
C  1.087  -2.762  4.166  -0.118
C  1.030  -0.344  4.538  -0.035
C  -0.361  -1.507  2.822  -0.031
C  1.654  -1.614  4.847  -0.543
C  0.078  -2.763  3.191  -0.686
C  0.112  -0.295  3.514  -0.248
C  -1.209  2.813  1.198  -0.165
C  0.976  -1.304  -1.841  -0.151
C  -1.201  -1.355  -3.026  -0.044
C  0.695  0.107  -3.548  -0.123
C  0.380  -1.302  -3.250  -0.262
C  0.179  -0.241  -1.230  -0.112
C  -1.238  -0.190  -1.969  -0.075
C  -0.106  0.698  -2.415  -0.315
H  1.550  -3.724  4.225  0.086
H  1.268  0.551  5.033  0.101
H  -1.108  -1.320  2.083  0.105
H  -2.279  3.083  1.293  0.129
H  -0.640  3.739  1.310  0.129
H  1.996  -1.056  -1.715  0.112
H  0.960  -2.164  -1.193  0.115
H  -1.409  -2.304  -2.448  0.127
H  -1.764  -1.361  -3.901  0.082
H  1.699  0.503  -3.531  0.128
H  0.261  0.445  -4.536  0.146
H  0.833  -2.046  -3.930  0.147
H  0.334  0.052  -0.212  0.126
H  -2.173  0.133  -1.572  0.127

Output
Kohn-Sham gap = 8.54 eV
E = -59795.62597 eV
multiplicity = 1
energy above the lowest of the compared OMol25 structures with the same formula, charge and spin = 85.54 kJ/mol
highest occupied orbital energy = -8.72 eV


No. 2
Here is a 11-piece molecular cluster, C18H14Cl40FO3P overall from the Open Molecules 2025 dataset. Energies are from ωB97M-V/def2-TZVPD.

Each line ends with the Löwdin charge.
Atoms and positions in Å:
C  5.979  -3.022  -1.622  0.021
C  4.789  -3.608  -0.922  -0.474
O  4.766  -4.664  -0.368  0.082
O  3.654  -2.795  -0.938  0.069
C  2.466  -3.447  -1.232  -0.517
O  2.435  -4.365  -1.997  0.117
C  1.280  -2.862  -0.507  -0.250
P  -0.286  -3.103  -1.486  0.966
C  -0.578  -1.415  -2.168  -0.286
C  -1.541  -3.322  -0.153  -0.333
C  -2.854  -3.787  -0.802  -0.450
C  -2.991  -5.304  -0.937  -0.044
F  -3.937  -3.283  -0.054  -0.062
H  5.975  -1.930  -1.613  0.066
H  5.995  -3.407  -2.648  0.104
H  6.874  -3.382  -1.103  0.088
H  1.186  -3.380  0.458  0.092
H  1.463  -1.805  -0.274  0.094
H  -1.212  -1.511  -3.058  0.031
H  0.400  -1.057  -2.514  0.040
H  -1.025  -0.681  -1.493  -0.014
H  -1.147  -4.123  0.489  0.078
H  -1.712  -2.435  0.468  0.062
H  -2.937  -3.346  -1.809  0.115
H  -2.424  -5.831  -0.162  0.076
H  -2.645  -5.644  -1.919  0.081
H  -4.048  -5.565  -0.814  0.083
C  -2.146  1.729  0.960  -2.017
Cl  -2.505  3.122  -0.076  0.469
Cl  -2.797  2.016  2.574  0.534
Cl  -2.863  0.261  0.295  0.553
Cl  -0.391  1.529  1.056  0.515
C  -3.944  6.716  -1.702  -2.033
Cl  -3.116  7.292  -0.253  0.511
Cl  -3.071  5.351  -2.408  0.495
Cl  -5.578  6.201  -1.280  0.539
Cl  -4.014  8.023  -2.890  0.503
C  -5.568  1.115  -3.263  -2.040
Cl  -5.179  -0.525  -2.754  0.515
Cl  -4.412  2.248  -2.559  0.478
Cl  -5.499  1.225  -5.026  0.517
Cl  -7.196  1.532  -2.693  0.514
C  0.232  5.486  2.960  -2.052
Cl  0.932  6.858  3.825  0.529
Cl  -1.162  6.026  2.021  0.487
Cl  1.443  4.801  1.871  0.516
Cl  -0.284  4.260  4.120  0.515
C  7.397  0.271  0.895  -2.052
Cl  7.328  -1.354  1.582  0.516
Cl  8.343  1.315  1.960  0.525
Cl  8.163  0.213  -0.698  0.529
Cl  5.763  0.918  0.736  0.518
C  5.348  -0.158  5.139  -2.042
Cl  6.910  -0.979  5.064  0.516
Cl  5.554  1.547  4.746  0.525
Cl  4.232  -0.903  3.988  0.497
Cl  4.683  -0.316  6.771  0.494
C  3.834  0.471  10.793  -2.057
Cl  2.534  0.923  11.898  0.527
Cl  5.157  -0.262  11.704  0.527
Cl  3.221  -0.693  9.611  0.496
Cl  4.422  1.906  9.950  0.520
C  -4.675  10.327  -6.833  -2.059
Cl  -3.147  9.600  -7.337  0.525
Cl  -4.727  12.014  -7.350  0.526
Cl  -6.019  9.444  -7.559  0.526
Cl  -4.806  10.249  -5.071  0.492
C  3.873  -6.041  2.907  -2.050
Cl  3.757  -4.423  3.620  0.493
Cl  2.639  -6.240  1.660  0.540
Cl  5.474  -6.211  2.193  0.551
Cl  3.628  -7.252  4.169  0.526
C  -7.941  -2.111  -6.026  -2.051
Cl  -6.551  -3.103  -5.569  0.517
Cl  -8.169  -0.839  -4.827  0.493
Cl  -7.644  -1.380  -7.608  0.521
Cl  -9.386  -3.124  -6.108  0.528

Output
Kohn-Sham gap = 8.58 eV
E = -537936.07257 eV
multiplicity = 1
structure (SMILES) = CC(=O)OC(=O)CP(C)C[C@@H](C)F.ClC(Cl)(Cl)Cl.ClC(Cl)(Cl)Cl.ClC(Cl)(Cl)Cl.ClC(Cl)(Cl)Cl.ClC(Cl)(Cl)Cl.ClC(Cl)(Cl)Cl.ClC(Cl)(Cl)Cl.ClC(Cl)(Cl)Cl.ClC(Cl)(Cl)Cl.ClC(Cl)(Cl)Cl
highest occupied orbital energy = -8.69 eV


No. 3
Here is C18H14F3GeN2O3STc as an isolated structure in a non-equilibrium geometry from the Open Molecules 2025 dataset. Energies are from ωB97M-V/def2-TZVPD.

Each line ends with the Löwdin spin population.
Atoms and positions in Å:
Tc  -0.394  -0.652  0.493  0.948
F  2.147  4.652  -0.294  0.000
C  0.956  4.191  -0.674  -0.001
F  0.169  5.208  -0.969  0.000
F  1.138  3.450  -1.783  -0.002
C  0.351  3.349  0.434  0.001
C  -0.191  3.963  1.567  0.021
C  -0.714  3.196  2.597  -0.003
C  -0.715  1.815  2.484  0.016
N  -0.198  1.224  1.399  0.000
C  0.340  1.975  0.420  0.015
S  0.828  0.847  -0.887  0.005
H  -0.204  5.045  1.630  0.001
H  -1.133  3.664  3.476  0.000
H  -1.140  1.165  3.238  0.000
Ge  1.883  -1.103  -0.032  0.002
C  3.489  -0.825  1.109  0.271
C  3.627  -1.707  2.236  0.104
C  4.705  -1.613  3.068  0.045
C  5.670  -0.618  2.814  0.317
C  5.523  0.293  1.717  0.167
C  4.441  0.188  0.884  0.021
C  2.407  -1.962  -1.741  0.024
C  3.571  -1.703  -2.443  0.236
C  3.844  -2.333  -3.709  0.239
C  2.961  -3.244  -4.262  0.005
C  1.801  -3.523  -3.572  0.203
C  1.517  -2.873  -2.320  0.274
H  0.072  -1.184  1.929  -0.012
H  2.871  -2.461  2.423  0.002
H  4.831  -2.278  3.911  -0.001
H  6.539  -0.531  3.457  0.011
H  6.279  1.053  1.567  0.005
H  4.325  0.882  0.061  -0.003
H  4.323  -1.016  -2.072  0.009
H  4.769  -2.080  -4.214  0.008
H  3.179  -3.720  -5.209  -0.003
H  1.076  -4.232  -3.954  0.006
H  0.572  -3.113  -1.845  0.011
O  -3.352  -2.573  -0.453  0.020
N  -2.403  -2.011  -0.103  0.004
O  -2.343  -1.152  0.869  0.004
O  -1.204  -2.154  -0.644  0.030

Output
Kohn-Sham gap (spin up / spin down) = 7.65 / 4.74 eV
E = -105682.36611 eV
net charge = +3
multiplicity = 4
highest occupied orbital energy (spin up / spin down) = -18.45 / -18.35 eV


No. 4
Here is one molecule with the formula C18H14N2O2 in a non-equilibrium geometry from the Open Molecules 2025 dataset. Energies are from ωB97M-V/def2-TZVPD.

Each line ends with the Löwdin charge.
Atoms and positions in Å:
N  -3.566  -0.506  4.472  0.168
O  2.969  0.172  0.987  0.076
O  -1.547  -2.273  -2.668  0.089
C  -3.075  -0.669  3.431  -0.172
C  2.222  1.075  1.245  -0.461
C  -0.957  -1.533  -1.871  -0.249
C  2.719  2.076  2.174  0.017
C  2.018  3.286  2.374  -0.033
C  0.738  3.492  1.640  -0.062
C  0.228  2.455  0.865  -0.032
C  0.353  0.269  -0.038  -0.181
C  0.957  0.004  -1.247  0.079
C  -3.215  -1.677  1.223  -0.008
C  -2.752  -1.851  -0.084  0.028
C  -1.292  -0.337  1.749  0.052
C  -2.514  -0.905  2.150  -0.212
C  -1.532  -1.279  -0.502  -0.047
C  -0.819  -0.496  0.442  -0.067
N  0.918  1.234  0.768  0.003
C  0.478  -0.383  -3.614  -0.028
C  1.444  -2.238  -2.225  0.000
C  0.453  -1.043  -2.226  -0.447
H  3.675  1.931  2.695  0.118
H  2.485  4.058  2.986  0.097
H  0.251  4.459  1.713  0.090
H  -0.727  2.599  0.303  0.147
H  1.920  0.525  -1.451  0.151
H  -4.125  -2.118  1.551  0.111
H  -3.346  -2.399  -0.793  0.118
H  -0.768  0.284  2.444  0.122
H  1.465  0.022  -3.755  0.082
H  0.209  -1.083  -4.376  0.079
H  -0.284  0.407  -3.714  0.101
H  2.391  -1.918  -2.583  0.077
H  1.061  -3.038  -2.867  0.096
H  1.567  -2.602  -1.198  0.101

Output
Kohn-Sham gap = 7.76 eV
E = -25967.35840 eV
multiplicity = 1
energy above the lowest of the compared OMol25 structures with the same formula, charge and spin = 67.38 kJ/mol
structure (SMILES) = CC1(C)C=C(n2ccccc2=O)c2cc(C#N)ccc2C1=O
highest occupied orbital energy = -8.77 eV


What is the formula in the third record?
C18H14F3GeN2O3STc


Please write out number 4 again, unchanged.
Here is one molecule with the formula C18H14N2O2 in a non-equilibrium geometry from the Open Molecules 2025 dataset. Energies are from ωB97M-V/def2-TZVPD.

Each line ends with the Löwdin charge.
Atoms and positions in Å:
N  -3.566  -0.506  4.472  0.168
O  2.969  0.172  0.987  0.076
O  -1.547  -2.273  -2.668  0.089
C  -3.075  -0.669  3.431  -0.172
C  2.222  1.075  1.245  -0.461
C  -0.957  -1.533  -1.871  -0.249
C  2.719  2.076  2.174  0.017
C  2.018  3.286  2.374  -0.033
C  0.738  3.492  1.640  -0.062
C  0.228  2.455  0.865  -0.032
C  0.353  0.269  -0.038  -0.181
C  0.957  0.004  -1.247  0.079
C  -3.215  -1.677  1.223  -0.008
C  -2.752  -1.851  -0.084  0.028
C  -1.292  -0.337  1.749  0.052
C  -2.514  -0.905  2.150  -0.212
C  -1.532  -1.279  -0.502  -0.047
C  -0.819  -0.496  0.442  -0.067
N  0.918  1.234  0.768  0.003
C  0.478  -0.383  -3.614  -0.028
C  1.444  -2.238  -2.225  0.000
C  0.453  -1.043  -2.226  -0.447
H  3.675  1.931  2.695  0.118
H  2.485  4.058  2.986  0.097
H  0.251  4.459  1.713  0.090
H  -0.727  2.599  0.303  0.147
H  1.920  0.525  -1.451  0.151
H  -4.125  -2.118  1.551  0.111
H  -3.346  -2.399  -0.793  0.118
H  -0.768  0.284  2.444  0.122
H  1.465  0.022  -3.755  0.082
H  0.209  -1.083  -4.376  0.079
H  -0.284  0.407  -3.714  0.101
H  2.391  -1.918  -2.583  0.077
H  1.061  -3.038  -2.867  0.096
H  1.567  -2.602  -1.198  0.101

Output
Kohn-Sham gap = 7.76 eV
E = -25967.35840 eV
multiplicity = 1
energy above the lowest of the compared OMol25 structures with the same formula, charge and spin = 67.38 kJ/mol
structure (SMILES) = CC1(C)C=C(n2ccccc2=O)c2cc(C#N)ccc2C1=O
highest occupied orbital energy = -8.77 eV